1.
Below is a cluster of 12 separate species, C40H72O28S4 in total, with properties calculated with ωB97M-V/def2-TZVPD.

relative energy (zero: lowest compared OMol25 entry of this formula, charge and spin) = 255.1 kcal per mole
frontier orbital gap = 8.20 eV
net charge = 0

Structure (XYZ):
```
144
Properties=species:S:1:pos:R:3:forces:R:3:mulliken_charge:R:1
H -10.511 -3.564 -1.792 -0.5 0.3 0.6 0.314
C 0.347 8.999 2.514 -0.4 2.4 0.4 0.149
C 4.122 -5.745 -3.231 0.5 3.7 -2.6 0.381
H -3.542 -9.429 0.869 0.7 -0.2 0.2 0.389
O -0.508 -9.676 -3.548 -1.7 2.1 5.2 -0.625
H -3.259 -10.587 -0.501 0.8 0.0 0.3 0.334
H 6.332 3.542 -0.836 0.5 0.3 0.1 0.308
H 6.840 -6.454 2.895 -0.2 -0.2 0.4 0.308
O -4.634 5.941 -6.479 -0.7 -0.1 0.0 -0.351
H 3.982 -4.346 4.065 0.4 -0.1 -0.3 0.331
C -3.291 -9.544 -0.186 -1.0 1.0 -0.8 -1.372
H -5.400 8.451 1.514 -0.4 0.3 0.3 0.278
O 5.052 -5.317 -2.334 3.0 0.7 3.6 -0.306
S -10.424 -1.446 -0.484 0.5 -4.7 0.9 0.489
H 7.378 2.622 8.037 0.5 0.3 -0.1 0.403
H -2.233 3.042 6.411 -0.2 -0.1 -0.8 0.328
H 4.918 -6.395 -5.239 -0.3 0.6 -0.3 0.302
H 4.911 2.783 8.049 -0.2 0.2 -0.2 0.289
C -8.690 -1.814 0.019 0.9 1.8 -1.5 -0.871
H -0.405 -0.008 0.874 -0.7 0.7 0.2 0.159
O -1.560 0.684 -1.817 -0.7 0.0 -1.0 -0.298
S -3.063 1.128 5.012 -3.1 0.5 2.2 0.538
O -6.714 6.732 -6.729 -0.1 -0.9 1.1 -0.531
C -5.987 5.894 -6.283 0.9 0.2 -2.0 0.665
H 6.771 3.249 6.489 -0.8 -0.3 0.2 0.350
H -0.979 1.848 5.777 0.2 0.6 -0.1 0.317
C 4.190 0.889 5.956 -1.7 -3.0 -0.5 0.599
H 7.089 0.417 1.039 -0.1 0.0 0.1 0.331
H -8.131 -1.535 -0.874 0.4 0.3 -0.1 0.301
C -0.358 -1.931 0.248 -0.6 0.0 0.3 -1.540
O -6.282 4.679 -5.731 -2.7 1.2 -0.2 -0.319
H -1.340 9.447 1.370 -0.3 0.5 -0.1 0.294
O -7.970 7.263 0.411 1.9 -0.3 0.4 -0.627
H -1.141 10.700 2.662 0.4 0.1 -0.2 0.354
H 4.663 1.288 8.862 0.2 -0.2 0.1 0.314
H -4.836 6.998 2.261 -0.4 -0.3 0.3 0.305
C -6.779 4.959 1.160 0.9 0.9 0.8 -0.878
O -0.025 -9.502 -1.326 1.5 0.1 -3.4 -0.280
C 6.127 1.208 7.202 -2.0 1.8 0.6 0.541
H 6.005 -4.894 2.830 -0.3 -0.3 -0.5 0.212
C 4.813 1.712 7.869 1.4 1.3 3.7 -0.558
H -0.962 -10.235 0.255 0.0 -0.4 0.0 0.267
H -0.748 -2.218 1.224 -0.6 -0.4 -0.2 0.346
C 6.372 0.114 0.276 -0.1 0.4 0.0 -0.924
O -0.092 5.996 0.926 0.8 3.7 2.9 -0.626
H 1.561 2.093 -6.696 0.2 0.5 -0.6 0.348
C 1.207 0.942 -8.519 1.5 0.0 0.9 0.627
H 1.311 9.413 2.807 -0.3 0.3 0.4 0.364
C 7.359 -4.334 5.173 0.5 -0.2 0.4 0.647
O -2.212 -0.469 -0.056 -0.7 0.2 0.5 -0.378
H -2.731 5.788 -4.760 -0.8 -0.1 0.1 0.348
C -4.081 4.646 -6.104 -0.3 2.0 1.6 0.421
O -2.120 0.805 -9.309 2.5 -0.9 -0.8 -0.531
C 4.107 -5.316 4.545 0.3 -0.5 0.3 -1.347
H -9.414 -2.498 -2.548 0.6 0.3 0.5 0.296
H -8.385 -1.079 0.764 -0.2 -0.3 0.3 0.330
C 3.167 -4.516 -3.333 -0.6 -2.2 -0.2 -1.377
C -0.286 8.109 3.522 -0.8 3.7 1.9 -0.360
H -10.962 -2.222 -2.901 -0.9 0.3 0.7 0.359
H 3.483 -6.065 4.056 0.4 -0.1 -0.7 0.365
H 6.472 0.305 7.705 0.6 0.2 -0.1 0.315
H 5.784 -0.720 0.660 -0.2 0.2 -0.1 0.303
H -7.399 4.963 2.057 -0.5 0.3 -0.3 0.319
H 3.433 -3.560 -3.784 1.1 -0.5 -0.2 0.326
S 5.352 1.600 -0.155 0.9 -1.0 -0.3 0.514
H -5.825 4.609 1.554 0.3 0.0 -0.4 0.307
O 6.270 -5.028 5.738 1.1 1.7 -0.8 -0.360
C 7.093 2.353 7.020 1.2 -0.6 0.8 -1.475
H 0.423 8.050 4.347 -0.1 -1.9 0.1 0.271
C -0.640 10.070 1.927 1.9 -1.7 -0.1 -1.143
O 7.598 -4.902 3.957 1.5 1.1 1.1 -0.323
C 6.835 2.668 -0.421 -1.3 -0.5 -0.3 -0.923
O 4.761 1.354 -1.514 0.4 0.2 0.7 -0.602
C -0.942 0.539 -9.163 -2.7 3.8 3.4 0.674
H 2.980 1.134 -7.138 0.0 0.1 -0.6 0.357
H 0.083 10.524 1.251 -0.9 1.0 -0.3 0.331
C 1.892 1.172 -7.178 -0.4 0.2 1.2 -1.498
H -4.234 -9.232 -0.633 0.0 0.5 -0.4 0.375
H 0.196 -0.431 -1.932 0.1 0.4 -0.1 0.261
H 1.263 -1.344 -8.122 0.0 0.5 0.2 0.299
C -2.756 4.983 -5.494 1.5 -0.4 -0.5 -1.411
H -5.061 4.559 -4.085 0.2 0.6 -0.1 0.314
H 5.654 -6.820 5.081 -0.4 -0.1 -0.1 0.258
S -6.548 6.716 0.520 -1.8 -1.2 -0.5 0.515
C -10.373 -2.510 -2.030 1.0 0.4 -1.1 -0.922
O -0.771 7.098 2.737 -1.6 -2.1 3.2 -0.259
H 7.364 2.859 0.513 -0.1 0.0 -0.2 0.357
O 7.043 -6.219 -1.718 -1.4 0.7 -2.1 -0.602
H 1.584 0.480 -6.394 -0.3 -0.6 -0.3 0.348
H 5.631 -4.830 -4.598 -0.7 0.3 -0.2 0.306
C 5.593 -5.800 4.701 -0.7 0.0 1.1 0.465
O -11.120 -2.452 0.434 -0.5 1.8 -0.5 -0.627
O -0.074 1.502 -8.553 -1.6 -0.9 -1.1 -0.378
O 3.685 1.426 7.139 1.2 -0.8 -3.0 -0.303
H 3.532 -5.219 5.465 0.7 0.0 0.6 0.363
O -3.742 0.716 -1.176 2.6 -0.3 0.0 -0.614
H -0.781 -2.518 -0.567 0.5 -0.7 0.2 0.382
H 2.959 -4.278 -2.289 -1.0 -0.2 -0.2 0.336
C -2.965 -0.613 5.558 -0.4 -0.7 -0.3 -0.985
H -5.058 3.132 -5.042 -0.9 -0.2 -0.2 0.359
H -2.025 -1.164 5.518 0.2 0.4 -0.4 0.364
H 2.415 -4.959 -3.985 -1.2 0.7 0.6 0.401
H 3.818 -6.711 -2.826 -1.1 -0.1 -0.9 0.397
O -4.518 1.452 5.471 2.5 -0.3 -1.1 -0.660
H -8.317 -2.815 0.236 -1.2 -0.2 0.3 0.331
H -4.094 4.014 -6.991 0.3 -0.1 0.1 0.300
O 6.121 -6.553 -3.730 2.2 -1.6 -1.7 -0.295
C -0.365 0.199 -1.241 0.3 0.9 0.5 -0.329
H 1.371 -0.769 -9.818 1.0 -0.4 0.3 0.258
H -0.302 -8.698 0.558 0.8 0.3 -0.4 0.362
C -0.728 -9.296 -0.247 -3.6 0.4 5.6 -0.459
C 0.973 -0.562 -8.825 2.0 0.8 -1.6 -0.424
H -3.484 -0.929 6.463 0.3 1.2 0.7 0.368
H 7.962 2.015 6.455 0.2 -0.1 0.3 0.368
C -0.851 -9.274 -2.373 4.3 -3.3 -7.3 0.623
C 6.500 -5.606 3.491 -1.2 0.8 -1.0 -0.384
C 6.194 -6.018 -2.582 2.1 -0.3 6.6 0.638
H -7.135 4.260 0.403 -0.1 0.5 -0.1 0.305
C -5.158 4.215 -5.114 2.5 -1.8 0.2 -0.529
O 0.658 8.104 1.508 1.2 -1.3 -1.8 -0.334
C -2.572 0.383 -1.031 -4.2 0.0 -0.2 0.679
H 0.707 -2.014 0.467 0.2 0.1 -0.9 0.393
H -1.935 1.493 7.144 -0.4 -0.2 0.0 0.297
C -0.021 6.977 1.721 0.3 -4.3 -6.8 0.665
O 3.440 0.271 5.193 3.1 2.5 1.6 -0.540
H 1.731 1.477 -9.311 0.6 -0.5 -0.1 0.243
H -1.146 8.650 3.916 -0.1 -0.3 0.3 0.294
H -6.587 7.611 2.637 0.6 0.2 0.5 0.318
H 0.052 1.164 -0.955 1.4 -0.6 -0.1 0.301
H 7.425 2.171 -1.191 0.2 0.1 0.1 0.301
C -5.745 7.514 1.952 -0.5 -0.3 -1.0 -0.840
O 8.052 -3.453 5.643 -2.0 -2.1 -0.6 -0.535
H -2.247 4.129 -5.047 -0.1 -0.2 0.0 0.387
H -2.130 -7.643 -0.206 -0.6 0.1 -0.7 0.330
O -0.363 -0.604 -9.061 -2.8 -2.6 -0.9 -0.321
H -3.694 -1.037 4.867 0.4 -0.2 -0.7 0.306
O -1.931 -8.665 -2.092 -2.6 1.3 1.5 -0.303
C -0.832 -0.523 0.014 2.5 -0.3 1.0 0.633
O 5.619 0.904 5.967 -3.6 -1.3 -3.3 -0.305
C -1.978 2.007 6.184 0.7 -1.2 0.5 -0.870
H 6.933 -0.204 -0.602 -0.2 0.1 -0.1 0.336
H -2.101 5.347 -6.286 0.1 -0.1 -0.1 0.348
C -2.122 -8.646 -0.633 1.4 -1.8 0.3 0.359
C 5.167 -5.789 -4.368 -2.6 -1.7 -2.4 -0.506
```
Positions in Å, forces in eV/Å.


2.
Below is the molecule C27H39N2O5, with properties calculated with ωB97M-V/def2-TZVPD.

frontier orbital gap (alpha / beta) = 8.07 / 7.13 eV
multiplicity = 2
net charge = 0

Structure (XYZ):
```
73
Properties=species:S:1:pos:R:3:forces:R:3:lowdin_spin:R:1
C -1.145 -3.703 0.536 -0.7 0.2 0.5 0.339
C 5.281 -1.510 -7.261 -0.2 -0.4 -0.3 0.000
O 3.627 -0.785 -5.574 -0.1 -0.4 0.2 0.000
H 6.282 -1.312 -7.668 -0.2 0.0 0.2 0.000
O 0.020 0.776 0.782 -0.4 -0.6 -0.5 0.022
H -0.698 -2.556 -4.262 0.2 -0.2 0.1 0.000
C 0.109 -3.474 1.117 0.3 1.0 0.2 0.037
C 2.322 -3.801 1.953 0.0 -0.1 0.1 0.000
C -1.643 -2.373 -0.053 0.2 0.2 1.4 0.040
H 7.040 -0.613 -5.364 -0.3 0.0 0.0 0.000
H 4.554 -1.333 -8.065 0.1 -0.1 0.2 0.000
H -3.404 -8.463 1.676 0.1 0.2 -0.1 0.000
H -1.566 -8.711 3.239 0.0 0.3 -0.1 0.000
H -3.962 -5.856 3.280 0.2 0.0 0.1 0.000
O -1.525 -5.620 1.896 0.0 -0.3 -0.2 0.009
H -2.637 -2.179 0.388 0.2 -0.1 -0.2 0.011
H -2.185 1.317 -0.486 0.0 0.1 0.2 0.000
H -3.029 -0.384 -2.161 0.2 0.1 0.3 0.000
C -2.095 0.246 -0.324 0.2 0.6 0.1 0.001
C -1.683 -2.040 -1.530 0.4 0.9 -1.9 0.021
H -2.316 -7.762 0.465 -0.2 0.1 0.1 0.000
H -3.619 -7.488 3.890 0.2 0.3 -0.2 0.000
C 6.031 -0.836 -4.992 0.2 -0.2 0.5 0.000
C 0.430 -2.081 1.004 0.1 -0.8 -0.6 0.097
H 0.714 -5.249 2.166 0.3 0.0 -0.3 0.004
H -1.304 0.015 -2.299 -0.6 -0.2 0.4 0.000
C 1.025 -4.279 1.795 0.9 -0.3 0.1 0.092
C 2.680 -2.487 1.597 -0.3 -0.1 0.1 0.129
C -2.991 -7.520 1.296 -0.2 0.0 -0.5 0.000
H 5.240 -2.558 -6.947 0.0 0.2 -0.2 0.000
C 5.046 0.859 -6.526 -0.3 0.3 0.0 0.000
H -0.407 -7.979 2.117 -0.1 0.1 0.2 0.000
H 6.033 1.133 -6.924 -0.2 -0.3 0.1 0.000
H 0.107 -1.139 -2.469 -0.1 -0.4 0.2 0.000
H 1.403 -1.137 -4.762 0.3 -0.3 0.1 0.000
C 1.701 -1.586 1.187 0.4 0.2 0.2 -0.011
H -3.676 -1.498 -3.562 0.0 -0.2 -0.1 0.000
H 0.497 -2.471 -1.456 -0.1 -0.3 -0.1 0.000
H -3.818 -6.890 0.954 0.2 -0.2 -0.1 0.000
H 1.362 -3.943 -4.748 0.0 0.2 0.3 0.000
C -2.789 -2.904 -2.152 -0.3 -0.1 0.4 0.003
H -2.937 -0.095 0.291 0.2 0.1 0.0 0.001
C -2.228 -6.831 2.403 -0.1 -0.1 0.1 0.000
N 1.962 -1.963 -4.574 0.5 0.9 -0.4 0.000
H 6.006 -1.882 -4.671 0.1 0.3 0.0 0.000
H -2.605 -6.145 4.429 -0.2 0.1 -0.2 0.000
C -0.781 -0.043 0.361 -0.5 -0.2 0.7 0.012
H 4.831 1.527 -5.682 0.0 -0.2 -0.2 0.000
H 2.035 -3.492 -3.180 -0.3 0.1 -0.1 0.000
C 1.370 -3.143 -3.986 -0.2 -0.9 0.1 0.000
O 3.990 -2.965 -4.970 -0.8 0.6 0.1 0.000
C -2.062 -0.471 -1.649 -0.2 -1.2 -0.9 0.000
O -3.314 -4.537 0.994 0.9 -0.3 -0.1 0.089
H 3.094 -4.457 2.348 -0.2 0.1 0.0 -0.002
C 5.004 -0.601 -6.080 0.2 0.3 -0.2 0.000
C -0.080 -2.988 -3.461 0.2 -0.3 -0.4 0.001
H 3.714 -2.152 1.665 -0.2 -0.2 0.1 0.007
C -1.131 -7.758 2.910 0.5 0.1 -0.1 0.000
H 1.885 -0.537 0.983 0.2 -0.2 0.1 -0.003
C -0.237 -2.155 -2.204 0.1 0.5 0.4 0.001
H -2.626 -2.695 -4.342 -0.1 0.0 0.1 0.000
C -3.158 -6.541 3.568 -0.2 0.4 0.2 0.000
H -0.452 -4.007 -3.270 0.1 0.2 -0.2 0.000
H -4.206 -3.173 -3.724 0.1 0.2 -0.1 0.000
H -0.612 -7.320 3.772 0.0 0.0 -0.2 0.000
H 4.305 1.046 -7.315 0.1 -0.1 0.2 0.000
C 3.258 -1.988 -5.038 0.3 -0.2 0.0 0.000
C -3.336 -2.536 -3.528 -0.1 -0.3 -0.1 0.001
H -2.491 -3.962 -2.118 0.0 0.2 -0.1 0.002
H -3.632 -2.850 -1.439 0.2 0.0 -0.2 0.001
N -0.662 -1.418 0.500 0.4 0.7 0.4 0.040
C -2.101 -4.670 1.111 -1.2 -0.1 0.2 0.056
H 5.840 -0.179 -4.133 0.0 -0.2 -0.1 0.000
```
Positions in Å, forces in eV/Å.


What is the net charge in the first record? 0